Computed, not measured: a cluster of 2 separate species, C2H2N2O3 in total in a non-equilibrium geometry, with ωB97M-V with the def2-TZVPD basis set.

Last columns: bonded neighbours and bond lengths (Å).
Geometry (Å):
1 C -1.4756 2.0574 -0.0120  C2 1.558, O6 1.235, O7 1.237
2 C -1.3370 0.5075 0.0736  C1 1.558, N3 1.277, H8 1.146
3 N -2.3588 -0.2407 -0.0922  C2 1.277, N4 1.219
4 N -3.2417 -0.9823 0.3035  N3 1.219, O5 1.313
5 O -3.8380 -1.9093 -0.4104  N4 1.313
6 O -1.2472 2.5479 1.0980  C1 1.235
7 O -1.5955 2.6370 -1.0986  C1 1.237
8 H -0.5307 0.0254 0.7296  C2 1.146
9 H 0.8674 -0.4400 1.1975  no bonds

Output
Total energy, eV: -11222.5794
Orbital gap (spin up / spin down), hartree: 0.2099 / 0.2099
Total charge: -2